Entry 1:
44
Properties=species:S:1:pos:R:3:forces:R:3 method="wB97M-V/def2-TZVPD" lumo_energy_ev=0.609 smiles="CCCCCCN(C[C@H](C)Cl)C(=O)O.CC(C)=O" energy_ha=-1251.51094 gap_ev=10.12
C 6.084 1.406 0.054 -0.268 0.246 -0.135
H -6.005 -0.320 1.785 1.022 -1.053 -1.006
H 1.349 1.536 -1.082 -1.406 -0.498 0.939
H 5.453 2.136 -0.456 0.058 -0.101 0.088
H -2.464 1.985 -2.218 0.978 -1.138 0.588
H 2.477 -0.691 0.563 -1.333 -0.939 -0.502
C 0.529 1.066 -0.420 0.334 0.159 0.215
H 0.856 1.300 0.662 -0.441 -0.566 -1.585
H -0.464 -0.998 -0.604 1.258 0.795 -0.228
H 6.955 0.239 2.501 0.091 -0.133 -0.149
C 0.552 -0.506 -0.729 0.731 -0.050 -0.021
H 5.391 -0.505 2.888 0.062 0.060 -0.118
H -3.066 -0.545 1.072 -1.194 1.588 -0.336
C -5.252 -0.913 1.146 -0.192 0.826 0.811
H 1.229 -2.596 2.129 -0.638 1.250 -0.636
H -1.192 0.760 -2.679 -0.654 0.431 1.493
H -4.061 1.725 -0.735 0.257 -1.852 -0.147
H 0.857 -0.639 -1.832 -0.502 0.138 1.637
O -2.125 -1.981 -2.287 -2.790 3.321 0.099
H 1.914 -2.272 -0.332 -0.244 1.575 0.819
N -2.705 0.062 -1.294 -1.782 -0.083 -2.308
H -0.259 -2.378 1.078 1.515 0.762 0.441
O 4.210 1.207 1.502 0.475 -0.167 -0.132
H 0.275 -0.946 2.078 0.814 -1.318 -0.640
C 6.046 -0.189 2.073 -0.277 -0.071 0.262
H 6.994 1.905 0.393 0.091 -0.176 -0.094
C 1.579 -1.321 0.228 -1.476 -0.587 0.022
H -5.796 -1.247 0.195 0.980 0.380 1.350
O -3.926 -0.980 -3.285 0.476 -0.129 2.620
H -4.902 -1.814 1.770 -0.589 1.361 -1.108
H -0.773 2.897 -0.838 -0.083 -1.736 0.336
C -0.895 1.771 -0.623 -0.138 -0.098 -0.131
C -3.980 0.577 -0.716 -0.462 -0.426 1.535
H -1.491 1.687 0.353 0.788 0.130 -1.374
H 6.330 0.605 -0.646 0.199 0.036 0.078
H -4.909 0.112 -1.196 1.465 0.788 0.310
H 6.291 -1.061 1.462 0.199 0.081 0.022
C -4.008 0.074 0.839 -0.522 -0.945 -0.971
C 5.339 0.842 1.236 -0.662 0.214 0.162
C -2.913 -0.996 -2.278 2.927 -3.105 -0.411
H -4.245 -1.917 -3.287 0.591 0.957 -0.398
C -1.799 1.147 -1.786 0.338 1.126 -0.737
C 0.679 -1.838 1.479 -0.137 0.114 -0.490
Cl -4.081 1.616 1.856 0.139 -1.166 -0.172

=====

Entry 2:
46
Properties=species:S:1:pos:R:3:forces:R:3 method="wB97M-V/def2-TZVPD" lumo_energy_ev="-3.942 / -5.262" multiplicity=2 energy_ha=-3114.23358 gap_ev="5.82 / 4.53" de_lowest_ev=4.8428 s2=0.804 charge=+1
H 2.783 2.508 -3.186 0.102 -0.513 -0.381
C -0.179 -2.518 -3.293 0.337 0.392 0.147
H -3.060 -1.379 -0.337 0.330 -0.005 -0.104
H 4.199 -0.041 1.581 -0.211 0.222 0.007
H 3.253 1.390 1.051 -0.130 -0.680 0.023
H 0.572 -0.895 3.983 -0.453 0.790 -0.618
C 2.139 -2.272 1.969 0.217 -0.156 0.401
O 3.204 2.963 -2.464 1.643 -0.530 1.501
H 0.405 3.727 -0.670 0.399 -0.381 1.171
C -1.315 -1.197 -1.640 -0.384 -1.013 -0.985
H 0.327 0.832 3.263 -0.331 -1.007 0.572
C 2.148 -1.437 -0.613 0.460 1.444 -0.389
O 0.244 3.305 0.208 1.137 0.151 0.225
H 3.054 0.757 2.684 -0.210 -0.506 -0.466
P 1.949 -0.757 0.990 -0.883 0.787 0.049
C 1.027 -2.084 -2.777 0.029 -0.559 0.034
H 3.026 -1.064 -1.117 0.789 -0.632 -0.097
C 1.038 -1.498 -1.483 -0.836 1.351 -0.324
H 1.971 -2.300 -3.272 -0.175 -0.290 0.242
H -3.343 1.989 -1.757 0.182 0.013 0.271
P -2.212 0.835 0.045 -1.046 0.115 -1.294
H 2.293 -2.259 3.058 -0.065 0.342 -0.319
C -0.145 -0.138 3.560 -0.483 0.138 1.379
O -1.676 -1.604 2.309 1.913 2.044 0.359
H -3.896 0.224 1.697 0.083 0.160 -0.158
H -0.943 -0.027 4.339 0.723 0.253 -0.371
H -2.347 -2.511 -2.985 0.300 0.209 -0.192
H -1.582 2.036 -1.980 -0.118 -0.053 0.221
H 3.983 2.413 -2.130 -1.799 1.025 -1.080
C -0.838 -0.726 2.390 -1.487 -2.465 -0.197
C -2.386 2.125 -1.237 0.447 0.484 0.083
H -2.339 3.131 -0.798 -0.027 -0.286 -0.115
H 1.279 -2.905 1.730 0.219 -0.019 -0.026
H -3.652 1.980 1.627 -0.017 -0.230 -0.182
C -3.744 1.070 1.016 0.078 0.058 0.707
H -3.377 -0.377 -1.733 0.422 0.016 0.099
Cu -0.225 0.043 0.710 -0.008 -1.033 0.310
H 1.092 3.286 0.748 -1.449 0.347 -1.483
N -0.128 -0.864 -1.103 -0.538 -1.211 0.293
C -1.377 -2.107 -2.697 -0.683 0.402 0.889
H -0.004 1.233 -0.024 0.393 1.294 -0.451
C -2.595 -0.633 -1.001 0.377 -0.346 0.209
H -0.214 -3.197 -4.142 0.114 0.300 -0.010
H -4.643 1.173 0.386 0.543 -0.082 -0.030
H 3.023 -2.679 1.463 -0.177 -0.332 0.376
C 3.214 0.449 1.633 0.273 -0.010 -0.298

=====

Entry 3:
46
Properties=species:S:1:pos:R:3:forces:R:3 method="wB97M-V/def2-TZVPD" lumo_energy_ev="-6.819 / -6.706" multiplicity=8 energy_ha=-2239.20594 gap_ev="8.73 / 8.84" s2=15.762 charge=+2
C -0.788 1.484 -2.829 -0.033 -0.087 -0.268
C -3.393 1.885 0.319 0.336 0.296 0.348
C 4.265 -0.181 0.350 -0.075 0.068 0.546
H -4.722 -0.124 -1.151 0.242 -0.247 0.015
C -3.802 -0.638 -0.839 0.090 -0.252 0.043
C -0.670 2.138 -4.066 0.041 0.188 0.277
C 1.700 2.204 -3.734 0.208 -0.157 -0.029
C -0.604 0.475 2.520 0.800 -0.103 -0.426
C 3.589 -1.754 -1.913 -0.352 -0.367 0.061
O -2.307 -4.058 -4.486 0.418 0.621 0.174
H 5.233 -0.212 -0.169 -0.394 0.014 -0.024
H 4.605 -1.466 -2.218 -0.355 -0.010 0.090
Gd 0.079 -0.752 -0.405 -0.426 -0.645 0.470
H -1.567 2.372 -4.648 0.314 -0.002 0.327
H 3.656 0.964 -2.469 -0.170 0.322 0.129
C -0.695 1.627 3.456 0.069 0.093 -0.990
H -0.410 2.504 2.867 -0.099 0.112 0.458
H 2.947 -1.866 -2.797 0.220 0.018 0.120
H 4.278 -0.929 1.154 0.046 0.151 -0.235
H -0.013 1.503 4.304 -0.006 -0.166 -0.094
H -2.776 0.677 -2.937 -0.289 -0.232 -0.363
H -3.982 -1.190 0.094 -0.071 0.182 -0.252
H 0.715 3.114 -5.438 -0.110 -0.269 0.418
H 4.148 0.803 0.823 -0.009 -0.224 -0.108
C -2.210 1.284 -2.250 0.638 0.398 0.062
H -2.838 2.833 0.287 -0.147 -0.245 0.050
H -2.710 2.260 -2.214 0.174 -0.076 -0.269
H 3.621 -2.728 -1.403 0.104 0.254 -0.198
H 0.246 -3.439 0.769 -0.412 0.375 -0.155
C 2.785 1.031 -1.804 0.241 -0.266 0.386
H -3.496 -1.372 -1.596 -0.181 0.150 0.116
O -0.044 0.571 1.396 -0.827 -0.055 2.434
H 2.960 1.833 -1.068 0.056 -0.072 -0.310
P 2.858 -0.533 -0.761 0.942 0.611 -0.880
P -2.458 0.570 -0.553 -0.873 -0.012 -0.658
H 2.705 2.539 -4.001 -0.377 -0.126 -0.032
H -1.722 -3.318 -4.721 -0.319 -0.437 -0.094
N 0.314 1.037 -2.166 -0.107 0.332 -0.162
C 0.590 2.541 -4.512 -0.044 -0.309 0.342
C 1.550 1.397 -2.605 -0.415 0.182 -0.338
H -4.382 2.033 -0.142 0.388 -0.124 0.064
O -0.084 -2.581 0.458 0.451 -0.124 -0.073
H -1.028 -0.501 2.861 0.271 0.420 -0.477
H -3.540 1.610 1.375 0.003 0.057 -0.345
H -1.705 1.713 3.871 0.123 -0.055 -0.069
H -1.795 -4.564 -3.845 -0.081 -0.181 -0.082

=====

Entry 4:
40
Properties=species:S:1:pos:R:3:forces:R:3 method="wB97M-V/def2-TZVPD" lumo_energy_ev=-2.340 smiles=CC[N@+]1(C)C[C@H]2CC[C@@](C)(C1)C2(C)C energy_ha=-565.45365 gap_ev=11.84 de_lowest_ev=0.0896 charge=+1
C -1.981 1.250 1.694 1.875 0.857 -0.513
C -1.533 -0.831 -1.456 1.672 0.143 0.981
N 0.955 -0.953 0.330 -0.219 0.444 1.789
H -1.317 2.070 2.026 -0.366 -0.181 0.119
C -0.768 1.313 -0.629 0.489 0.843 -0.536
H 3.186 -2.679 0.403 -0.080 -0.386 -0.048
H -2.088 -1.527 0.560 -0.280 0.434 -0.244
C 0.578 -2.406 0.458 -1.081 -0.293 -1.189
H -0.265 -0.727 2.049 0.371 -0.414 0.247
C 1.008 -0.400 -1.054 -0.971 -0.266 -1.639
H 4.305 -1.477 0.947 -0.331 0.155 -0.175
C 2.267 -0.799 1.018 1.999 -0.397 -0.376
C -1.202 0.469 0.616 -0.677 0.751 -0.979
C -2.101 -0.595 -0.039 -0.226 -0.755 -0.064
H 1.289 1.889 0.146 -0.258 0.055 -0.102
H -2.125 2.997 -0.697 -0.051 0.280 -0.118
C 0.083 -0.116 1.225 -1.611 0.873 0.687
H 0.046 3.086 0.333 -0.022 0.487 -0.072
H 0.606 -2.731 1.495 -0.066 0.360 0.079
H -2.876 1.722 1.312 -0.247 -0.185 -0.187
H -1.540 2.466 -2.314 -0.217 -0.017 0.639
H 2.179 -1.063 2.057 -0.518 -0.156 0.416
H 0.699 0.699 1.655 -0.470 -0.530 -0.382
H -2.211 -0.687 -2.245 -1.128 0.292 -0.837
H -0.254 0.525 -2.621 0.422 -0.128 0.226
H 1.391 -1.179 -1.697 -0.081 -0.432 -0.166
H -0.428 -2.589 0.009 0.977 0.256 0.628
H -2.872 1.614 -1.484 0.783 0.042 0.195
H 3.520 -1.279 -0.616 0.320 -0.037 -0.623
H -1.150 -1.829 -1.567 -0.011 -0.554 -0.254
H 2.600 0.238 0.984 -0.456 0.151 -0.118
H -2.193 0.655 2.557 -0.325 -0.495 0.481
H 1.294 -3.001 -0.090 0.057 0.009 -0.225
C -1.902 2.135 -1.318 0.012 -0.448 0.032
H 1.747 0.378 -1.102 0.279 0.295 0.318
H 0.784 2.751 -1.279 -0.226 0.260 0.013
C -0.354 0.173 -1.589 0.217 -0.337 1.199
C 0.413 2.329 -0.345 -0.659 -1.092 0.019
H -3.155 -0.272 -0.124 0.574 -0.010 0.342
C 3.368 -1.619 0.390 0.532 0.128 0.439

=====

Entry 5:
45
Properties=species:S:1:pos:R:3:forces:R:3 method="wB97M-V/def2-TZVPD" lumo_energy_ev=0.760 smiles="CCCCNC(=O)OC[C@H](CC)NC(=O)OC(C)C" energy_ha=-921.49643 gap_ev=10.22 de_lowest_ev=0.0700
H 2.886 -2.374 1.144 -0.010 -0.013 -0.245
C 1.209 3.281 -0.394 0.305 -0.211 0.093
H 3.303 3.749 -0.181 0.140 0.035 0.060
H 4.915 -3.234 -0.035 0.086 -0.101 0.026
C -4.692 -0.679 -0.955 0.219 0.132 0.199
N -2.473 0.416 -1.040 -0.157 0.257 -0.154
O -1.168 -0.560 0.545 0.136 -0.268 0.249
N 1.584 0.877 -0.224 -0.132 0.021 -0.237
C 4.399 -2.347 -0.390 -0.395 0.194 0.147
C -4.867 -0.486 0.552 -0.025 -0.183 -0.127
H 4.463 -2.305 -1.475 0.021 -0.030 -0.119
H -4.760 -2.593 1.023 -0.046 -0.151 -0.003
O 2.254 -1.221 -0.435 -0.123 -0.040 -0.153
H 1.028 0.636 -1.030 0.063 -0.050 0.023
H -3.251 -1.715 1.304 0.102 -0.082 0.027
H -5.932 -0.357 0.757 0.028 0.097 0.017
H 1.959 2.168 1.311 -0.129 0.055 -0.062
H -0.421 2.736 1.794 0.010 -0.057 -0.047
H 2.940 2.686 -1.537 0.086 -0.036 -0.066
H -2.812 1.311 -1.355 0.108 -0.014 0.074
C -4.334 -1.655 1.372 -0.037 0.204 -0.035
C 2.590 3.549 -0.977 -0.234 0.038 0.008
H 2.648 -4.510 -0.123 0.050 -0.108 0.019
H 2.562 4.409 -1.642 0.079 0.075 -0.070
C -0.159 1.857 1.202 0.606 -0.150 0.413
C 1.208 2.056 0.522 -0.472 0.169 0.143
H -3.182 -0.896 -2.483 0.034 -0.090 0.120
H 0.489 3.118 -1.199 -0.094 0.057 0.006
H -5.192 -1.598 -1.264 -0.074 -0.014 -0.079
O 2.822 -0.068 1.432 0.138 -0.074 0.403
C 2.938 -2.387 0.047 0.304 -0.439 0.266
C 2.199 -3.598 -0.505 0.043 0.458 0.132
H 0.876 4.146 0.182 -0.109 0.019 -0.005
H 4.884 -1.467 0.028 0.086 0.043 0.028
H -5.171 0.154 -1.478 -0.056 -0.036 -0.090
H -4.360 0.431 0.863 -0.084 0.078 0.019
C -3.228 -0.763 -1.397 -0.199 -0.196 -0.086
H -4.598 -1.527 2.419 0.010 -0.065 0.114
H -2.730 -1.607 -0.919 -0.019 0.025 -0.131
H -0.121 0.970 1.842 -0.016 0.210 -0.042
H 1.155 -3.561 -0.207 -0.103 -0.052 0.022
C -1.583 0.418 -0.024 0.010 0.281 -0.135
O -1.196 1.694 0.242 -0.127 -0.017 -0.260
C 2.260 -0.142 0.367 -0.027 0.086 -0.323
H 2.253 -3.600 -1.591 0.003 -0.056 -0.139